Record 1
ORCA calculation (the ωB97M-V functional and the def2-TZVPD basis) on a molecular structure, C43H62BCl2F4InN6O4PS.

```
125
Properties=species:S:1:pos:R:3:forces:R:3
In 0.125 -1.515 0.036 0.198 -0.035 0.076
C -4.519 2.245 -0.779 0.047 -0.036 0.046
C -3.747 1.026 -0.254 -0.098 0.020 0.081
C -4.603 -0.230 -0.441 0.075 -0.009 -0.018
C -3.338 1.227 1.201 0.052 -0.017 -0.091
C -4.319 1.212 2.189 0.004 -0.012 0.102
C -4.012 1.425 3.525 0.022 0.019 -0.066
C -2.704 1.722 3.879 0.010 -0.023 0.053
C -1.689 1.776 2.926 0.119 0.088 -0.008
C -0.304 2.268 3.333 -0.146 0.077 0.113
C 0.332 1.421 4.432 -0.055 -0.148 0.048
C -0.374 3.739 3.770 -0.035 -0.019 -0.019
C -2.010 1.484 1.588 0.044 0.045 0.096
N -0.945 1.349 0.658 -0.022 -0.171 -0.266
C -0.501 2.311 -0.030 -0.168 0.248 0.079
C 0.628 2.143 -1.045 0.012 0.159 -0.154
N 1.427 1.159 -1.027 0.045 -0.079 0.086
C 2.406 1.043 -2.069 0.034 -0.068 -0.114
C 2.003 0.476 -3.294 -0.076 -0.026 0.111
C 2.942 0.354 -4.311 0.014 -0.010 -0.047
C 4.254 0.750 -4.133 -0.030 0.047 -0.016
C 4.634 1.284 -2.915 0.008 0.000 -0.007
C 3.736 1.447 -1.863 0.017 0.081 0.076
C 4.299 2.138 -0.620 -0.164 -0.040 0.020
C 3.908 1.535 0.728 0.103 -0.104 -0.146
C 4.020 3.645 -0.630 0.025 -0.032 -0.035
C 0.578 0.008 -3.574 0.113 -0.063 -0.108
C 0.559 -1.452 -4.054 0.051 0.122 0.031
C -0.108 0.910 -4.610 -0.003 -0.032 0.005
C 0.604 3.364 -1.893 0.011 0.023 0.051
C 1.308 3.777 -2.995 0.059 0.033 0.022
C 1.073 5.081 -3.498 0.012 0.013 -0.024
C 0.180 5.944 -2.914 -0.065 0.011 0.035
C -0.551 5.548 -1.765 0.007 -0.011 0.001
C -1.488 6.326 -1.036 0.017 -0.004 -0.051
C -2.106 5.809 0.074 -0.031 0.022 0.001
C -1.860 4.490 0.531 -0.051 0.022 0.020
C -0.967 3.715 -0.159 0.014 -0.031 -0.086
C -0.318 4.255 -1.294 0.037 -0.102 0.043
H -4.776 2.108 -1.832 -0.003 -0.006 0.045
H -3.939 3.162 -0.690 0.033 0.045 0.014
H -5.450 2.377 -0.219 0.044 0.002 -0.040
H -2.840 0.910 -0.849 0.037 -0.046 0.004
H -5.532 -0.164 0.133 0.009 0.015 -0.050
H -4.060 -1.125 -0.140 -0.036 0.123 -0.165
H -4.884 -0.342 -1.491 0.019 -0.009 0.052
H -5.353 1.041 1.908 0.048 0.011 -0.006
H -4.794 1.408 4.277 0.046 0.013 -0.057
H -2.474 1.965 4.913 -0.007 -0.016 -0.091
H 0.353 2.198 2.471 0.045 -0.012 -0.063
H -0.318 1.359 5.314 0.060 -0.013 -0.053
H 1.276 1.863 4.756 -0.025 -0.020 -0.007
H 0.562 0.426 4.043 -0.068 -0.030 0.098
H -0.986 3.855 4.670 0.052 -0.008 -0.066
H -0.806 4.364 2.986 0.059 -0.017 0.097
H 0.627 4.117 3.991 -0.055 -0.027 -0.007
H 2.638 -0.061 -5.266 0.022 0.015 0.073
H 4.976 0.642 -4.934 -0.035 -0.005 0.051
H 5.664 1.586 -2.765 -0.035 -0.001 -0.006
H 5.380 2.016 -0.707 0.045 -0.006 -0.017
H 2.888 1.801 1.008 0.123 0.117 -0.005
H 4.568 1.925 1.507 -0.038 -0.012 -0.025
H 4.013 0.445 0.711 -0.042 0.082 0.032
H 2.957 3.850 -0.485 -0.006 0.009 -0.008
H 4.328 4.095 -1.576 -0.032 0.011 0.031
H 4.570 4.135 0.177 -0.041 -0.024 -0.032
H 0.001 0.060 -2.651 -0.023 -0.013 0.077
H 1.147 -1.567 -4.968 -0.061 -0.014 0.052
H -0.464 -1.762 -4.278 0.007 -0.014 0.030
H 0.976 -2.124 -3.301 -0.004 0.015 -0.003
H 0.426 0.872 -5.564 -0.042 0.012 0.053
H -0.142 1.952 -4.285 -0.016 -0.089 -0.028
H -1.134 0.573 -4.793 0.065 0.030 0.009
H 2.036 3.140 -3.479 -0.038 0.045 0.011
H 1.627 5.405 -4.371 -0.031 -0.027 0.041
H 0.028 6.934 -3.329 0.027 -0.036 0.021
H -1.713 7.335 -1.364 0.018 -0.039 0.036
H -2.813 6.423 0.619 0.027 -0.028 -0.014
H -2.376 4.123 1.410 -0.015 -0.004 -0.085
O 1.428 0.024 1.818 0.112 -0.167 -0.165
H 1.841 0.340 0.994 -0.089 -0.021 0.277
H 2.066 -0.590 2.210 -0.127 0.057 -0.157
O -2.086 -1.599 -1.951 -0.076 -0.034 -0.057
H -2.442 -1.071 -2.675 -0.017 -0.116 0.004
H -2.393 -2.504 -2.095 0.038 0.118 0.038
Cl -2.620 -2.208 1.790 -0.026 -0.154 0.402
C -4.337 -2.677 1.884 0.086 -0.027 -0.085
Cl -4.772 -3.782 0.585 -0.026 -0.018 -0.015
H -4.923 -1.773 1.798 -0.069 0.064 0.003
H -4.504 -3.180 2.826 0.001 -0.032 0.104
F 4.638 -2.253 -1.040 -0.341 -0.094 0.153
B 3.512 -2.828 -0.508 0.122 -0.188 0.234
F 3.117 -2.150 0.719 0.022 -0.422 -0.212
F 3.782 -4.211 -0.135 -0.489 0.508 -0.064
F 2.407 -2.788 -1.384 0.310 -0.106 0.278
C -1.890 -5.639 -2.825 0.022 -0.058 -0.004
N -0.465 -5.784 -2.596 -0.282 0.001 -0.128
C 0.447 -6.234 -3.544 -0.217 0.063 0.002
C 1.660 -6.170 -2.978 0.174 0.054 0.147
N 1.469 -5.700 -1.691 0.400 0.097 0.085
C 0.170 -5.444 -1.445 -0.177 -0.093 -0.270
S -0.545 -4.852 -0.027 0.247 0.057 0.052
H -2.303 -6.566 -3.218 0.015 -0.013 -0.020
H -2.081 -4.833 -3.535 0.026 -0.011 0.003
H -2.362 -5.411 -1.873 0.005 0.001 0.022
H 0.145 -6.553 -4.528 -0.014 0.027 0.100
H 2.634 -6.414 -3.369 -0.078 0.043 0.076
H 2.207 -5.392 -1.074 0.093 0.066 0.082
N 2.764 -4.344 2.753 -0.182 0.236 -0.138
C 1.572 -4.759 3.571 0.003 -0.058 -0.049
P 0.874 -3.124 4.028 0.030 0.586 -0.509
O 1.835 -2.424 4.920 -0.095 -0.105 0.012
O 0.454 -2.536 2.712 -0.108 -0.038 0.341
C -0.688 -3.352 4.992 0.115 -0.029 0.102
N -1.266 -1.958 5.054 0.208 -0.187 -0.220
H 3.430 -3.838 3.338 0.112 -0.001 0.099
H 2.484 -3.671 2.023 -0.091 0.155 -0.226
H 3.245 -5.090 2.259 0.049 -0.248 -0.016
H 1.906 -5.356 4.415 0.068 -0.043 -0.015
H 0.882 -5.311 2.933 0.114 -0.019 -0.081
H -0.486 -3.674 6.010 -0.027 -0.026 0.019
H -1.393 -4.019 4.500 -0.140 0.135 0.017
H -1.621 -1.696 4.130 -0.132 0.040 -0.310
H -0.528 -1.279 5.266 0.195 0.063 0.110
H -2.007 -1.853 5.742 -0.105 -0.051 0.042
```
Forces are in eV/Å.

Total charge: +1
Orbital gap in Eh: 0.2555
E in eV: -124623.35918

---

Record 2
ORCA calculation (the ωB97M-V functional and the def2-TZVPD basis) on 5 unconnected molecules or ions with the total composition C43H62BF3N2O15 in a non-equilibrium geometry.

```
126
Properties=species:S:1:pos:R:3:forces:R:3
C 10.203 -7.943 2.332 -1.450 -0.146 -0.720
C 10.259 -6.335 2.663 3.257 1.068 6.612
O 10.794 -5.994 3.869 -3.735 -1.957 -8.210
O 9.795 -5.247 1.779 -2.443 -1.802 2.468
C 8.388 -4.853 2.127 -1.104 6.181 0.666
O 8.083 -3.551 2.208 2.122 -9.144 -0.785
C 7.355 -6.089 2.431 0.161 -0.067 0.362
C 5.767 -5.690 2.426 -2.328 0.825 -0.176
C 5.139 -5.238 3.909 -2.559 -0.033 -2.957
C 3.555 -4.842 4.101 1.931 -1.475 -3.189
C 2.946 -4.376 5.576 0.743 0.200 -0.083
C 4.004 -4.550 6.816 1.068 0.413 0.631
C 3.365 -4.153 8.297 -0.407 -0.524 -0.886
N 4.421 -3.752 9.319 0.140 -1.658 0.064
C 2.621 -4.944 2.718 2.561 -0.488 -0.244
C 3.263 -5.369 1.233 0.896 0.278 2.405
C 4.881 -5.749 1.037 -1.978 1.407 3.914
C 5.403 -6.154 -0.449 -0.372 -1.252 -1.872
F 6.859 -6.241 -0.651 -4.560 0.363 0.938
F 4.899 -5.252 -1.552 1.724 -3.042 3.910
F 4.858 -7.535 -0.733 1.979 4.444 0.624
C 2.157 -5.412 0.001 -1.017 -2.874 -4.306
O 2.149 -6.301 -1.000 0.581 5.347 6.328
C 0.896 -4.312 -0.014 -1.202 1.472 0.594
C 0.327 -3.705 -1.426 -2.312 1.254 4.183
C -0.952 -2.640 -1.301 1.451 -1.534 3.481
C -1.616 -2.220 0.168 3.571 -3.237 -0.712
B -2.879 -1.163 0.151 -1.221 0.951 -0.013
O -2.914 -0.134 -0.943 -1.055 -3.381 0.619
O -4.012 -1.158 1.100 3.128 1.459 -1.502
C -0.977 -2.909 1.545 0.458 -0.504 -1.875
C -1.736 -2.469 2.973 0.027 -0.649 0.050
C -2.713 -3.579 3.585 -0.007 2.830 2.379
C -3.472 -3.293 4.998 3.551 3.693 -3.156
C -3.106 -1.801 5.541 1.032 -1.869 -3.008
C -2.116 -0.870 4.690 -0.552 -0.817 0.315
N -1.364 -1.103 3.425 -5.019 -5.093 3.464
C 0.295 -3.942 1.495 -1.449 1.608 -3.179
C 0.986 -4.610 2.826 -2.707 -0.954 2.759
O 0.244 -4.892 3.903 4.832 1.791 -6.337
H 9.253 -8.374 2.911 2.054 1.096 -1.120
H 9.986 -8.182 1.185 0.686 0.742 2.501
H 11.120 -8.560 2.726 -1.655 1.807 -0.777
H 7.603 -6.472 3.530 -0.435 0.902 -2.316
H 7.638 -6.964 1.691 -0.866 1.896 1.424
H 5.875 -5.203 4.848 -1.789 -0.107 -2.442
H 1.986 -4.988 5.845 1.720 1.349 -0.929
H 2.731 -3.206 5.484 0.144 -2.657 0.148
H 4.448 -5.637 6.916 -1.027 2.019 -0.428
H 4.938 -3.829 6.669 -1.960 -1.411 0.139
H 2.659 -3.223 8.134 1.159 -2.040 0.432
H 2.789 -5.115 8.684 0.784 2.187 -0.909
H 4.199 -4.208 10.253 0.239 0.814 -1.649
H 5.366 -4.146 9.069 -1.415 0.492 0.141
H 0.730 -3.980 -2.494 -0.696 0.429 2.610
H -1.439 -2.172 -2.263 1.247 -1.052 2.090
H -3.521 -0.566 -1.639 1.128 1.237 1.433
H -4.169 -0.187 1.303 -0.130 -1.662 -0.554
H -2.886 -4.600 3.025 0.605 2.423 1.169
H -4.195 -4.072 5.487 1.620 1.836 -0.979
H -3.570 -1.413 6.551 1.163 -0.734 -2.386
H -1.937 0.222 5.146 -0.401 -2.719 -1.098
C -8.940 2.216 -0.326 -0.008 0.219 -0.165
O -7.892 2.902 -1.002 0.059 -0.440 0.299
C -6.598 2.438 -0.603 -0.048 0.177 -0.696
C -5.993 1.510 -1.661 -0.056 -0.148 0.534
O -6.717 0.279 -1.744 -0.096 0.311 -0.241
C -7.575 0.236 -2.878 0.026 -0.235 0.132
H -9.886 2.477 -0.808 0.179 0.065 0.019
H -8.814 1.132 -0.377 0.052 0.004 0.036
H -8.980 2.537 0.719 -0.047 -0.109 0.052
H -6.642 1.945 0.376 -0.040 -0.058 -0.128
H -5.960 3.323 -0.505 0.024 -0.046 -0.004
H -4.970 1.259 -1.362 -0.036 0.090 0.038
H -5.945 2.006 -2.638 -0.155 0.022 0.096
H -6.980 0.124 -3.789 -0.085 0.109 -0.097
H -8.197 1.131 -2.949 0.073 0.050 -0.033
H -8.230 -0.634 -2.780 0.161 0.059 0.087
C -6.202 5.914 -6.322 -0.078 0.048 -0.276
O -5.623 4.925 -7.165 0.072 -0.142 0.538
C -4.778 4.025 -6.442 -0.361 -0.218 -0.556
C -5.479 2.685 -6.197 0.134 0.386 0.525
O -6.573 2.832 -5.287 0.004 0.027 -0.478
C -7.830 2.831 -5.953 -0.009 0.011 0.282
H -6.973 6.441 -6.891 0.188 -0.078 0.011
H -6.668 5.471 -5.438 0.055 -0.020 0.028
H -5.438 6.636 -6.018 -0.056 0.041 0.092
H -4.443 4.473 -5.499 -0.130 -0.090 -0.036
H -3.894 3.851 -7.063 -0.002 -0.035 0.042
H -4.766 1.998 -5.729 0.027 0.008 -0.033
H -5.810 2.236 -7.141 0.008 0.153 0.056
H -8.061 1.821 -6.306 -0.065 0.006 -0.109
H -7.845 3.529 -6.793 0.046 -0.032 -0.026
H -8.599 3.134 -5.237 0.189 -0.063 0.001
C -6.489 10.251 -7.172 -0.182 -0.173 -0.017
O -6.868 9.494 -6.028 0.357 0.347 0.049
C -5.952 9.661 -4.941 -0.650 -0.073 0.160
C -6.521 10.608 -3.880 0.539 0.222 -0.327
O -6.612 11.947 -4.376 -0.358 -0.380 -0.051
C -7.946 12.300 -4.727 0.201 0.177 0.003
H -7.318 10.231 -7.885 0.070 -0.098 0.153
H -6.278 11.293 -6.917 0.047 -0.027 0.036
H -5.612 9.798 -7.642 0.046 0.103 -0.045
H -4.977 10.012 -5.300 -0.136 0.076 0.046
H -5.809 8.674 -4.491 0.017 0.030 0.037
H -5.834 10.631 -3.027 -0.018 -0.042 -0.017
H -7.494 10.255 -3.519 0.075 -0.006 -0.147
H -8.544 12.433 -3.821 -0.114 -0.034 -0.039
H -8.408 11.548 -5.370 -0.004 -0.044 0.039
H -7.917 13.249 -5.269 0.108 -0.114 0.124
C 10.350 -1.552 0.789 0.045 -0.097 -0.271
O 9.850 -0.417 0.090 -0.157 0.057 0.438
C 8.731 0.178 0.755 0.423 0.348 -0.306
C 9.146 1.449 1.504 -0.207 -0.538 0.350
O 9.999 1.143 2.611 0.190 0.123 -0.474
C 11.364 1.429 2.332 -0.124 -0.094 0.242
H 11.304 -1.838 0.338 -0.123 0.130 -0.052
H 10.518 -1.335 1.846 -0.087 -0.026 0.007
H 9.651 -2.388 0.686 0.107 0.057 0.161
H 8.250 -0.538 1.432 0.130 0.099 0.011
H 8.007 0.447 -0.020 -0.016 0.026 0.039
H 8.248 1.922 1.915 -0.001 -0.006 -0.039
H 9.623 2.167 0.826 0.011 -0.154 0.010
H 11.521 2.512 2.315 0.095 0.028 -0.083
H 11.684 0.993 1.383 -0.037 0.027 -0.035
H 11.975 1.001 3.132 -0.185 0.051 -0.041
```
Forces are in eV/Å.

Total charge: 0
Orbital gap in Eh: 0.2482
E in eV: -88085.19919

---

> Which of these has the lowest E?

C43H62BCl2F4InN6O4PS